No. 1
Here is a cluster of 5 separate species, C37H53F9N6O14S in total from the OMol25 dataset. Energies are from ωB97M-V/def2-TZVPD.

Output
- maximum force (eV/Å) = 4.67
- E_tot (Ha) = -4120.3318
- net charge = 0
- orbital gap (eV) = 7.03
- SMILES = N#COc1nc2c(CN)c(CCO)c(CN)c(CCCCn3cccc3)c2nc1CCC(F)(F)C(F)(F)S(F)(F)(F)(F)F.COC(=O)OC.COC(=O)OC.COC(=O)OC.COC(=O)OC
- HOMO energy (eV) = -8.09
- E_LUMO (hartree) = -0.0391

Cartesian coordinates (Å):
N: -1.4277 1.8009 -4.0051
C: -0.9962 0.8906 -3.4476
O: -0.5517 0.0328 -2.4702
C: -1.7361 -0.3534 -1.7407
N: -2.2281 -1.5738 -2.0324
C: -3.3535 -1.7891 -1.2478
C: -4.0344 -3.1365 -1.3924
C: -3.4027 -4.1964 -2.3667
N: -4.1140 -4.1833 -3.6839
C: -5.2256 -3.5017 -0.6423
C: -5.8537 -4.9422 -0.8151
C: -5.1865 -5.8276 0.3463
O: -6.1450 -6.7276 0.9601
C: -5.8572 -2.4905 0.3122
C: -7.1607 -2.9026 1.0696
N: -8.3758 -2.5734 0.2596
C: -5.2138 -1.1912 0.4693
C: -5.8536 -0.1499 1.4420
C: -4.8984 0.3516 2.6035
C: -5.7237 0.6666 3.9120
C: -4.8177 1.2568 5.0961
N: -4.0382 0.1063 5.6177
C: -4.5167 -0.7165 6.6457
C: -3.4434 -1.7262 6.7844
C: -2.3287 -1.4775 5.8222
C: -2.8039 -0.2789 5.1192
C: -3.9544 -0.8429 -0.2900
N: -3.3937 0.4023 -0.0443
C: -2.2628 0.6365 -0.7610
C: -1.5377 2.0121 -0.4966
C: -1.0098 2.0306 0.9868
C: 0.2926 1.1216 1.2182
F: 1.1790 1.9535 1.9141
F: 0.7488 0.7761 -0.0391
C: -0.1042 -0.0954 2.1417
F: -1.3524 -0.6132 1.8950
F: -0.1743 0.4142 3.4322
S: 1.1010 -1.5423 2.1860
F: -0.1205 -2.5712 2.6473
F: 0.7972 -1.9906 0.6460
F: 2.4052 -0.6217 1.7927
F: 1.3627 -1.2797 3.7876
F: 2.1137 -2.8226 2.2993
H: -3.5002 -5.2301 -1.9160
H: -2.2869 -4.0279 -2.4584
H: -4.4897 -3.2273 -3.7629
H: -3.3626 -4.2525 -4.3850
H: -5.6150 -5.3628 -1.8233
H: -6.9523 -4.9521 -0.5978
H: -4.7929 -5.1768 1.1852
H: -4.3314 -6.4488 -0.0508
H: -6.2413 -6.4437 1.8852
H: -7.1622 -4.0188 1.2315
H: -7.2408 -2.4055 2.0732
H: -8.1629 -2.8367 -0.7096
H: -9.1650 -3.1239 0.6079
H: -6.8524 -0.4840 1.8491
H: -6.0968 0.7608 0.8087
H: -4.0932 -0.4208 2.7356
H: -4.3893 1.3181 2.2998
H: -6.4831 1.4537 3.6530
H: -6.2067 -0.3064 4.2311
H: -5.4539 1.7252 5.8880
H: -4.1693 2.0352 4.6149
H: -5.4703 -0.6211 7.2087
H: -3.5205 -2.5656 7.5122
H: -1.3871 -2.0276 5.6190
H: -2.3781 0.3269 4.2918
H: -2.3570 2.7910 -0.5759
H: -0.7834 2.2773 -1.2753
H: -0.7257 3.1035 1.2116
H: -1.8232 1.7930 1.7343
C: 3.7205 -0.6727 -0.9335
O: 4.9208 0.0996 -0.8778
C: 5.9426 -0.4221 -1.5637
O: 5.9202 -1.4501 -2.1948
O: 6.9942 0.3983 -1.4252
C: 8.1697 -0.0337 -2.1088
H: 2.9676 -0.1584 -0.3451
H: 3.3623 -0.7543 -1.9609
H: 3.8810 -1.6610 -0.4999
H: 7.9906 -0.0890 -3.1834
H: 8.5059 -0.9976 -1.7234
H: 8.9515 0.7020 -1.9262
C: 11.5904 -2.9247 -7.6796
O: 11.0440 -2.6216 -6.3970
C: 9.7351 -2.8846 -6.2815
O: 9.0262 -3.3360 -7.1436
O: 9.3547 -2.5573 -5.0408
C: 7.9699 -2.7861 -4.7712
H: 12.6494 -2.6725 -7.6547
H: 11.4920 -3.9888 -7.8984
H: 11.1091 -2.3264 -8.4544
H: 7.7276 -3.8446 -4.8738
H: 7.3445 -2.1817 -5.4297
H: 7.7757 -2.4857 -3.7431
C: -5.4712 6.5730 -1.0442
O: -4.3230 7.4106 -1.1762
C: -3.1650 6.8034 -0.8948
O: -3.0326 5.6546 -0.5543
O: -2.1797 7.6934 -1.0574
C: -0.8754 7.1798 -0.7896
H: -6.3457 7.1705 -1.2964
H: -5.4150 5.7309 -1.7354
H: -5.5755 6.2216 -0.0167
H: -0.6361 6.3619 -1.4707
H: -0.7959 6.8527 0.2482
H: -0.1632 7.9868 -0.9538
C: 7.6419 2.1191 1.7267
O: 8.5382 3.2071 1.9583
C: 8.2095 4.3357 1.3189
O: 7.2577 4.4899 0.5978
O: 9.1258 5.2655 1.6217
C: 8.9002 6.5315 1.0043
H: 8.0062 1.2628 2.2927
H: 6.6391 2.3646 2.0789
H: 7.6241 1.8522 0.6694
H: 7.9474 6.9532 1.3273
H: 8.9325 6.4414 -0.0823
H: 9.6999 7.1996 1.3206



No. 2
Here is a structure of composition C37H53IrN3O3SSi3 from the OMol25 dataset. Energies are from ωB97M-V/def2-TZVPD.

Output
- maximum force (eV/Å) = 3.00
- E_tot (Ha) = -3202.7462
- multiplicity = 2
- net charge = -2
- relative energy (zero: lowest compared OMol25 entry of this formula, charge and spin) (kJ/mol) = 230.38
- orbital gap (spin up / spin down) (eV) = 5.74 / 5.65
- HOMO energy (spin up / spin down) (eV) = -1.41 / -1.66
- E_LUMO (spin up / spin down) (hartree) = 0.1595 / 0.1466

Cartesian coordinates (Å):
Ir: -0.3384 -0.0396 -0.4495
N: -2.0743 -3.9599 -1.8357
C: -1.3279 -2.7982 -1.6297
S: -2.1725 -1.4531 -0.9806
N: -0.0919 -2.8384 -1.9620
N: 0.5905 -1.6387 -1.7723
C: 1.8349 -1.7894 -2.0544
C: 2.8926 -0.8216 -2.0027
C: 4.1450 -1.2108 -2.4973
C: 5.2314 -0.3655 -2.4904
C: 5.0663 0.9132 -1.9342
C: 3.8529 1.3226 -1.4425
C: 2.7006 0.4788 -1.4719
O: 1.5851 0.9146 -1.0345
H: -2.8520 -4.0331 -1.1987
H: -1.4930 -4.7843 -1.8537
H: 2.1151 -2.7876 -2.3936
H: 4.2435 -2.2182 -2.8917
H: 6.1838 -0.6806 -2.8972
H: 5.9177 1.5842 -1.8739
H: 3.7344 2.3020 -0.9978
C: 0.3336 2.9220 1.7738
O: -0.0705 2.4652 0.5231
Si: -1.2266 3.1120 -0.4888
C: -2.8054 3.4078 0.4907
C: -0.6447 4.8926 -0.8709
C: -1.3043 1.9959 -1.9265
Si: -0.0410 2.2682 -3.2433
C: -0.7362 3.3476 -4.6680
C: 0.4905 0.7037 -4.1672
C: 1.4720 3.2886 -2.7361
Si: -2.9737 1.5896 -2.5666
C: -2.9494 0.3150 -3.9666
C: -4.2177 1.0198 -1.2729
C: -3.8233 3.1086 -3.3772
H: 0.7823 3.9251 1.7152
H: 1.0821 2.2272 2.1663
H: -0.5052 2.9560 2.4798
H: -2.6375 4.1679 1.2611
H: -3.0912 2.4739 0.9694
H: -3.6272 3.7427 -0.1494
H: -1.0850 5.6153 -0.1767
H: -0.9424 5.1766 -1.8848
H: 0.4408 4.9859 -0.8156
H: -1.4567 2.7993 -5.2793
H: 0.0809 3.6692 -5.3244
H: -1.2373 4.2412 -4.2872
H: -0.0117 0.6409 -5.1361
H: 0.2342 -0.1879 -3.5974
H: 1.5712 0.6869 -4.3376
H: 1.3464 4.3353 -3.0240
H: 2.3717 2.8987 -3.2203
H: 1.6345 3.2302 -1.6617
H: -2.4029 -0.5845 -3.6785
H: -2.4879 0.7192 -4.8705
H: -3.9756 0.0208 -4.2114
H: -3.6751 0.7406 -0.3702
H: -4.7656 0.1392 -1.6202
H: -4.9371 1.8000 -1.0116
H: -3.5187 3.2376 -4.4167
H: -3.5616 4.0275 -2.8434
H: -4.9143 3.0077 -3.3575
C: -1.8836 -1.4051 2.5715
C: -2.5357 -0.1072 2.0784
C: -2.4972 0.8858 3.2585
C: -4.0161 -0.4153 1.7805
O: -1.9250 0.4977 0.9751
H: -2.4737 -1.8432 3.3834
H: -0.8801 -1.2064 2.9336
H: -1.8096 -2.1237 1.7536
H: -2.9239 0.4402 4.1650
H: -3.0627 1.7884 3.0162
H: -1.4611 1.1642 3.4575
H: -4.4811 -0.9065 2.6417
H: -4.0989 -1.0700 0.9126
H: -4.5634 0.5072 1.5700
C: 0.6584 -0.9439 0.9453
C: 1.2468 -1.6165 1.7885
C: 1.8481 -2.4309 2.7324
C: 1.7969 -2.0375 4.1388
C: 1.5822 -0.6897 4.4740
C: 1.4701 -0.2836 5.7903
C: 1.5616 -1.2059 6.8277
C: 1.7501 -2.5465 6.5166
C: 1.8651 -2.9571 5.1985
C: 2.4598 -3.6766 2.2584
C: 2.0688 -4.2104 1.0180
C: 2.6521 -5.3598 0.5166
C: 3.6514 -6.0176 1.2266
C: 4.0733 -5.4861 2.4379
C: 3.4876 -4.3374 2.9476
H: 1.4964 0.0298 3.6689
H: 1.3061 0.7646 6.0108
H: 1.4593 -0.8881 7.8582
H: 1.7941 -3.2836 7.3109
H: 1.9591 -4.0122 4.9805
H: 1.3001 -3.6988 0.4485
H: 2.3210 -5.7407 -0.4424
H: 4.1087 -6.9165 0.8309
H: 4.8757 -5.9643 2.9886
H: 3.8612 -3.9217 3.8739